Entry 1:
Computed, not measured: a structure of composition C38H37N8O3Pt in a non-equilibrium geometry, with ωB97M-V with the def2-TZVPD basis set.

The electronic energy is -2253.214490 hartree. Its net charge is +1. The molecular weight is 848.85 g mol⁻¹. As for the HOMO energy: -9.830 eV. As for the frontier orbital gap: 7.9 eV. Its relative energy (zero: lowest compared OMol25 entry of this formula, charge and spin) is 0.636 eV.

Each line ends with the Löwdin charge.
Atoms and positions in Å:
N (0.0907, -2.5927, 3.9796)  0.185
H (-3.2953, -1.2247, 0.4372)  0.099
H (-3.2515, -2.5752, 1.5860)  0.096
C (0.3488, -2.6760, 2.6515)  -0.299
C (-1.8580, 4.5881, -3.2481)  -0.085
H (-0.8681, -4.2953, 1.9893)  0.133
H (3.6782, 0.6033, 0.1615)  0.106
C (1.7249, 1.0965, 4.6160)  -0.075
C (6.2815, -2.2779, -0.4396)  -0.010
H (6.0959, 1.1045, -0.2128)  0.108
H (-0.4866, 3.9513, 2.5724)  0.109
H (-2.7946, 0.7165, 4.1892)  0.125
N (2.7591, -2.0768, 0.1956)  0.039
H (2.0856, 0.9840, 2.4916)  0.109
C (4.0100, -1.5129, 0.0063)  -0.209
C (1.6619, 0.5126, 3.3674)  -0.011
C (-1.6707, 2.4232, 3.5250)  -0.072
H (-3.0648, 6.3517, -3.3842)  0.108
H (1.7031, -4.7660, -0.9309)  0.135
H (-1.8795, 0.8094, -2.9994)  0.139
H (-5.1745, 5.0333, 0.5696)  0.101
C (-0.3796, -0.5913, -4.2532)  -0.224
C (-1.1678, 0.8891, 1.2425)  -0.241
N (0.5266, -3.8196, 0.4881)  -0.091
C (-1.4658, 0.0884, -6.2596)  -0.060
C (-2.9224, 5.3957, -2.8989)  -0.081
Pt (0.7052, -1.2646, -0.0713)  1.048
C (-3.6431, 3.7762, -1.2783)  -0.222
C (-3.8145, 4.9949, -1.9101)  -0.014
H (-0.2015, -4.1875, -0.1024)  0.121
H (-0.5580, 0.4180, -6.7693)  0.099
O (-1.3297, 0.1814, -4.8521)  -0.098
H (-0.0485, 2.5690, 0.5687)  0.127
H (0.4980, -1.4745, -6.0008)  0.107
H (2.2021, 2.0607, 4.7311)  0.109
C (0.1653, -3.9555, 1.8883)  -0.122
H (-1.7103, -0.9306, -6.5673)  0.101
H (-1.1563, 4.9044, -4.0076)  0.106
N (-2.4447, 1.7516, -0.9026)  0.150
H (2.1451, -2.7676, -4.7090)  0.106
H (-1.8878, 3.0077, 4.4092)  0.110
C (-2.7034, -1.7092, 1.2172)  -0.069
C (4.9387, -2.5402, -0.2043)  -0.176
O (-2.5346, -0.8695, 2.3495)  -0.078
C (1.4203, -2.0922, -2.8091)  -0.138
C (1.1862, 0.4730, 5.7473)  -0.077
C (-1.9413, 0.3587, 2.2828)  -0.228
N (-0.9382, 0.2191, 0.0066)  0.007
C (-5.5229, 4.0910, 0.1402)  -0.062
H (-4.6367, 5.6422, -1.6411)  0.108
H (0.7917, -4.7144, 2.3733)  0.131
H (1.2546, 0.9685, 6.7067)  0.108
H (4.5613, -4.6417, -0.2727)  0.172
C (6.6651, -0.9506, -0.4348)  -0.075
C (-0.6485, 2.1829, 1.3850)  -0.038
C (1.0391, -0.7252, 3.2708)  -0.215
H (-2.2855, 0.7492, -6.5267)  0.097
H (-6.0408, 3.5152, 0.9016)  0.096
C (-1.6759, 3.3652, -2.6115)  -0.022
C (1.4245, -2.1509, -4.1877)  -0.086
C (-2.5677, 2.9477, -1.6360)  -0.154
N (4.2008, -3.7114, -0.1475)  0.182
H (0.2029, -1.2671, 6.5526)  0.114
N (-1.2924, 0.3728, -2.3029)  0.159
C (-0.3502, -0.5091, -2.8459)  -0.182
N (0.8741, -1.5713, 2.1812)  0.058
C (5.7447, 0.0816, -0.2102)  -0.073
H (2.0931, -5.2353, 0.7214)  0.129
H (-1.7532, -2.0269, 0.7905)  0.039
C (1.8014, -4.3871, 0.0893)  -0.127
C (0.5840, -0.7676, 5.6715)  -0.010
C (-2.1738, 1.1455, 3.4128)  -0.001
C (0.5082, -1.4073, -4.9226)  -0.025
H (6.9943, -3.0700, -0.6278)  0.115
C (0.5353, -1.3574, 4.4165)  -0.180
C (-0.8931, 2.9510, 2.5014)  -0.079
H (-0.3508, -3.2961, 4.5456)  0.172
H (2.1481, -2.6845, -2.2654)  0.071
H (-0.8227, 2.7500, -2.8649)  0.113
H (-6.2079, 4.2973, -0.6851)  0.098
O (-4.4348, 3.2880, -0.2853)  -0.087
C (0.5335, -1.2701, -2.1003)  -0.225
C (2.9066, -3.3722, 0.0836)  -0.306
H (-2.8585, 1.8153, 0.0161)  0.138
H (7.7012, -0.7013, -0.6190)  0.109
C (4.4079, -0.1814, 0.0106)  -0.005
C (-1.4931, 0.7728, -1.0421)  -0.356

---

Entry 2:
Computed, not measured: a cluster of 8 separate species, C21H42NO24 in total in a non-equilibrium geometry, with ωB97M-V with the def2-TZVPD basis set.

The electronic energy is -2685.576769 hartree. The molecular weight is 692.55 g mol⁻¹. As for the HOMO energy (spin up / spin down): -10.248 / -10.242 eV. As for the frontier orbital gap (spin up / spin down): 10.2 / 6.3 eV. Its spin multiplicity is 2.

Each line ends with the Löwdin charge.
Atoms and positions in Å:
H (-1.3395, -0.0320, 2.1070)  0.069
H (5.8728, -3.0479, -2.9404)  0.094
H (-0.7619, -0.1319, -2.6732)  0.087
H (-3.0861, -0.0117, -7.0106)  0.103
O (0.6884, -4.3237, -3.0233)  0.002
C (-2.8617, 1.0549, -7.0171)  -0.042
O (-2.4619, 1.5332, -5.7611)  0.022
C (2.2150, -6.0478, -5.7718)  -0.035
C (-6.7654, 0.6242, 0.6218)  -0.023
H (2.1111, -5.0052, 1.3146)  0.102
C (0.7271, 3.9889, 0.8327)  -0.082
C (4.8634, -2.7385, -2.6693)  -0.030
H (2.9979, -5.3488, -6.0660)  0.087
H (0.9362, -3.9065, 0.4906)  0.088
H (1.4757, -6.1494, -6.5662)  0.090
O (-5.3167, -1.1280, -1.2396)  0.086
H (-2.2692, -2.4237, 0.6075)  0.088
H (5.4746, 6.5137, 1.1864)  0.098
H (0.8135, -2.7124, -1.8138)  0.072
O (1.2140, 2.4632, 5.1833)  0.002
H (5.4848, 4.9016, 2.0863)  0.098
H (-3.4038, -3.3162, -0.4596)  0.105
C (1.5695, 3.6908, 4.5580)  -0.047
O (2.9256, -4.0896, -0.1973)  0.036
C (-1.9097, 0.7164, -4.8978)  -0.580
C (3.5556, -3.0996, -0.6685)  -0.601
C (0.9039, -0.9939, 4.6481)  -0.044
O (-1.5276, -0.4540, -5.1083)  0.080
O (-2.6142, 2.5421, 4.9516)  0.018
C (1.4591, -4.4111, -4.1062)  -0.550
C (2.9510, 4.6281, 1.3555)  -0.596
H (-2.8259, -1.7605, -0.9701)  0.075
O (-2.6933, 0.9993, 3.4270)  0.011
O (1.6805, 4.9752, 1.0402)  -0.007
H (-2.3950, 0.1650, -2.0288)  0.085
O (3.6762, 5.6711, 1.2587)  0.025
N (0.8064, -0.2314, 0.4924)  -0.554
H (-7.3591, 1.0704, 1.4197)  0.089
H (2.6998, -7.0238, -5.7532)  0.085
H (0.9577, 3.8741, 3.6748)  0.073
O (4.1079, -3.5624, -1.7889)  0.007
H (-0.8919, 3.5347, 5.8079)  0.081
O (2.3047, 1.1972, 3.5180)  0.087
O (-1.2621, 2.6928, 3.0651)  0.091
H (-2.4217, 4.4153, 5.5211)  0.105
H (0.0794, -1.0756, 3.9398)  0.084
H (-2.2242, 3.1256, 6.7768)  0.103
O (3.3208, 3.4502, 1.6049)  0.076
O (-1.8951, 1.2687, -3.7179)  0.048
H (-3.0529, -0.5007, 2.0770)  0.082
H (2.0152, -3.2521, 1.6139)  0.081
H (-3.7942, 1.5347, -7.3145)  0.091
H (0.9602, 3.5582, -0.1411)  0.096
O (0.8846, 0.3446, 5.1056)  -0.029
C (-3.1044, -2.3364, -0.0875)  -0.015
H (5.3432, 4.9326, 0.3429)  0.100
C (-5.1601, -1.1115, 0.0029)  -0.562
O (-4.1893, -1.7088, 0.6186)  -0.025
O (1.6213, -5.7280, -4.4780)  -0.020
H (4.8449, -1.7537, -2.2025)  0.088
C (-1.9779, 3.4503, 5.7659)  -0.060
H (0.7735, -1.5988, 5.5455)  0.096
H (-0.7186, -3.1479, -1.9232)  0.082
H (2.5914, 3.7697, 4.1871)  0.095
H (-6.1129, 1.4420, 0.3159)  0.088
O (-5.9949, -0.5831, 0.9668)  -0.021
H (-7.4022, 0.4368, -0.2427)  0.088
H (-2.1449, 1.4586, -7.7321)  0.101
C (1.9569, -4.0300, 0.8526)  -0.007
H (-0.0529, -2.4652, -3.4749)  0.101
C (-1.5655, 0.5995, -2.5867)  -0.086
H (0.7809, 3.2217, 1.6052)  0.057
C (5.1071, 5.4895, 1.2497)  -0.004
H (1.8783, -1.2911, 4.2605)  0.094
C (0.1397, -3.0732, -2.5910)  -0.013
O (1.9948, -3.4913, -4.7001)  0.103
C (-2.3628, 0.3376, 2.1727)  0.001
H (4.3327, -2.5541, -3.6033)  0.084
O (-0.0191, -0.9047, -0.0984)  0.118
C (-2.0675, 2.1110, 3.8100)  -0.536
C (1.5115, 1.3737, 4.4823)  -0.522
H (1.3427, 4.5705, 5.1602)  0.098
H (-0.3122, 4.3154, 0.8677)  0.098
O (1.4140, -0.7630, 1.3961)  0.225
O (3.4848, -1.8957, -0.2920)  0.067
H (-2.4773, 1.0323, 1.3406)  0.103
O (1.2134, 0.9063, 0.2387)  0.216
H (-1.2681, 1.2324, -1.7506)  0.087

---

Entry 3:
Computed, not measured: a cluster of 2 separate species, C9H19P in total in a non-equilibrium geometry, with ωB97M-V with the def2-TZVPD basis set.

The electronic energy is -695.397123 hartree. The molecular weight is 158.23 g mol⁻¹. As for the HOMO energy (spin up / spin down): -6.627 / -7.927 eV. As for the frontier orbital gap (spin up / spin down): 6.3 / 8.4 eV. Its relative energy (zero: lowest compared OMol25 entry of this formula, charge and spin) is 4.868 eV.

Each line ends with the Löwdin charge.
Atoms and positions in Å:
H (0.6478, -2.0440, -0.7000)  0.092
H (2.0227, -0.3249, 2.1775)  0.071
H (-1.5837, 0.7470, 1.9449)  0.060
H (1.0658, -0.8777, -1.9932)  0.028
C (-2.3614, 0.4816, 0.0166)  -0.339
H (2.4121, -1.9376, -1.5051)  0.128
H (4.0399, -0.7451, -0.3706)  0.073
H (-2.9509, 1.7087, -1.5181)  0.121
C (3.3023, 0.0045, -0.2434)  -0.092
H (-3.5033, -1.0893, -0.7851)  0.066
C (-2.5173, -0.7352, -0.8951)  -0.075
H (-1.7132, -1.3654, -0.5719)  0.047
H (3.3044, 0.6375, -1.0194)  0.023
H (-1.6442, -0.9581, 1.5675)  0.029
H (-3.0160, -0.0905, 1.9156)  0.041
H (0.1042, 2.8049, -0.6940)  -0.156
C (-2.5466, 1.8388, -0.4266)  -0.115
C (1.4076, -1.3905, -1.2020)  -0.039
H (0.7969, -1.3182, 1.5398)  0.082
H (2.4932, -1.7784, 1.3603)  0.035
H (-1.6500, 2.5509, -0.2548)  0.041
H (-2.3175, -0.3761, -1.8741)  0.057
C (-2.1003, -0.0511, 1.4679)  -0.056
C (1.7953, -0.4583, -0.0714)  -0.657
C (1.8629, -1.0115, 1.3987)  -0.027
H (-3.2396, 2.2627, 0.2744)  0.064
C (0.9655, 0.7460, -0.1990)  -0.399
P (1.1973, 2.3137, 0.0777)  0.843
H (3.7259, 0.4556, 0.5829)  0.052

---

Entry 4:
Computed, not measured: a cluster of 2 separate species, C4H12N2O in total in a non-equilibrium geometry, with ωB97M-V with the def2-TZVPD basis set.

The electronic energy is -344.163020 hartree. The molecular weight is 104.15 g mol⁻¹. As for the HOMO energy (spin up / spin down): -8.177 / -7.748 eV. As for the frontier orbital gap (spin up / spin down): 8.7 / 7.9 eV. Its relative energy (zero: lowest compared OMol25 entry of this formula, charge and spin) is 6.041 eV.

Each line ends with the Löwdin charge.
Atoms and positions in Å:
H (-1.3345, 1.3917, -1.6583)  0.087
C (-0.2369, 1.9504, 0.2780)  -0.056
H (1.5419, 0.1417, -1.4252)  0.064
C (-1.5549, 1.0333, -0.6395)  -0.329
O (-1.5475, -0.2715, -0.5334)  -0.165
H (1.9647, -1.5282, -1.8594)  0.074
H (-0.4095, 1.8479, 1.3463)  0.023
C (0.9690, -1.3426, 0.0359)  -0.247
H (0.7987, 1.7496, 0.0155)  0.020
N (-0.2558, -0.9712, 1.9427)  0.079
N (-0.0728, -0.5690, 0.7002)  -0.114
C (1.2037, -0.8930, -1.3978)  -0.085
H (0.0365, -1.8963, 2.2634)  0.111
H (1.8841, -1.2505, 0.6352)  0.122
H (0.6726, -2.4007, 0.0492)  0.115
H (-1.0206, -0.5160, 2.4236)  0.117
H (-2.3996, 1.5421, -0.1470)  0.082
H (0.2790, -0.9622, -1.9648)  0.069
H (-0.5183, 2.9445, -0.0646)  0.032

---

Which of these has the lowest molecular weight?
C4H12N2O